Formula: C3H3N2O
Source: OMol25
Level of theory: ωB97M-V/def2-TZVPD

Each line ends with the Mulliken charge.
Atoms and positions in Å:
C 1.967 0.251 -0.084  0.717
C -0.348 0.515 -0.233  0.508
C -1.627 0.056 0.052  -0.749
N 0.758 0.844 -0.350  0.025
N 3.137 -0.020 -0.028  -0.230
O 1.878 -0.990 0.211  -0.310
H -2.515 0.598 -0.368  0.364
H -1.632 -0.232 1.129  0.334
H -1.617 -1.021 -0.330  0.340

Calculated values
Molecular weight, g mol⁻¹: 83.1
Calculated total energy, eV: -8172.95332
ΔE to the lowest compared entry with this formula, charge and spin, eV: 5.9564
SMILES string: CC#[N+]C1=NO1
Net charge: +1

Formula: C22H33Cl2IrN4O3
Source: OMol25
Level of theory: ωB97M-V/def2-TZVPD

Each line ends with the Mulliken spin population.
Atoms and positions in Å:
O -1.409 -1.276 -0.517  0.029
C -1.148 -2.532 -1.068  -0.031
C -1.671 -3.592 -0.092  0.027
C -1.851 -3.308 1.249  -0.011
H -1.660 -2.294 1.603  0.023
C -2.266 -4.313 2.133  -0.003
H -2.392 -4.070 3.187  -0.001
C -2.515 -5.597 1.661  0.002
H -2.841 -6.381 2.345  0.000
C -2.348 -5.880 0.297  0.003
H -2.550 -6.880 -0.082  0.000
C -1.927 -4.883 -0.575  -0.008
H -1.783 -5.093 -1.640  0.001
H -1.771 -2.601 -1.981  0.015
C 0.618 -1.943 -2.747  0.057
C 0.275 -2.720 -1.514  0.159
H 1.492 -2.352 -3.250  -0.001
H 0.861 -0.897 -2.492  -0.001
H -0.243 -1.904 -3.388  0.001
C 1.152 -3.482 -0.743  0.070
C 2.631 -3.635 -0.994  0.014
H 0.752 -3.955 0.171  0.006
H 2.862 -4.684 -1.136  0.003
H 3.209 -3.279 -0.125  0.006
H 2.950 -3.067 -1.872  -0.005
Ir 0.083 0.075 0.043  1.488
Cl 0.096 -0.638 2.224  0.185
Cl 1.935 -1.057 -0.460  0.682
H -5.096 -0.468 2.200  0.001
H -3.614 1.380 3.545  0.002
C -4.099 -0.765 1.845  0.001
C -2.753 0.990 2.983  -0.001
N -3.227 0.404 1.735  0.028
H -4.185 -1.254 0.864  0.000
C -2.765 0.783 0.549  0.119
O -1.608 1.303 0.377  0.027
H -2.042 1.789 2.753  -0.001
H -3.452 0.608 -0.313  0.008
H -3.655 -1.470 2.568  0.002
H -2.257 0.206 3.567  0.002
H 0.077 3.026 -4.500  0.001
H -2.643 2.781 -4.666  0.000
C 0.005 1.930 -4.491  0.003
C -2.484 1.716 -4.444  0.001
N -1.204 1.525 -3.767  0.001
H 0.873 1.495 -3.996  -0.001
C -1.157 0.934 -2.583  0.029
O -0.048 0.864 -1.939  0.053
H -3.287 1.355 -3.783  0.000
H -2.108 0.504 -2.199  0.002
H -0.061 1.566 -5.525  0.000
H -2.504 1.152 -5.387  0.000
N 0.396 3.307 -0.443  0.025
C 1.384 2.777 0.264  0.064
C 2.432 3.632 0.741  0.119
C 3.479 3.170 1.492  0.385
C 3.537 1.812 1.804  -0.120
C 2.537 0.994 1.340  0.334
N 1.501 1.463 0.596  0.139
H -0.405 2.820 -0.798  -0.008
H 0.382 4.297 -0.646  0.003
H 2.362 4.691 0.492  0.008
H 4.255 3.839 1.850  0.052
H 4.349 1.410 2.403  -0.008
H 2.601 -0.078 1.611  0.018

Calculated values
Spin multiplicity: 5
Molecular weight, g mol⁻¹: 664.7
<S²>: 6.025
Calculated total energy, eV: -63330.20444

Formula: C5H10O2
Source: OMol25
Level of theory: ωB97M-V/def2-TZVPD

Each line ends with the Mulliken charge.
Atoms and positions in Å:
C -0.248 2.003 -0.818  -1.351
C -0.246 0.495 -1.089  0.597
O 0.988 0.160 -1.647  -0.612
C -0.740 -0.308 0.090  -0.362
C -0.358 -1.464 0.663  -0.521
C 0.832 -2.300 0.423  0.135
O 1.798 -2.034 -0.271  -0.569
H -1.224 2.372 -0.482  0.362
H 0.529 2.265 -0.093  0.311
H 0.010 2.505 -1.754  0.354
H -1.030 0.318 -1.850  0.131
H 1.399 -0.577 -1.161  0.477
H 0.020 1.103 2.325  -0.050
H -1.656 0.121 0.506  0.382
H -0.998 -1.849 1.457  0.345
H 0.094 0.451 2.727  0.063
H 0.829 -3.260 0.974  0.305

Calculated values
Molecular weight, g mol⁻¹: 102.1
Calculated total energy, eV: -9440.03033
ΔE to the lowest compared entry with this formula, charge and spin, eV: 3.0127
SMILES string: C[C@@H](O)/C=C\C=O.[H][H]

Formula: C16H17N
Source: OMol25
Level of theory: ωB97M-V/def2-TZVPD

Each line ends with the Mulliken spin population.
Atoms and positions in Å:
C 1.176 -1.232 0.542  0.008
C -0.351 -1.702 -1.350  0.009
C 0.969 -1.652 -0.884  -0.002
C -0.640 -2.286 -2.573  0.007
C 1.985 -2.126 -1.695  -0.002
C 0.381 -2.728 -3.406  -0.001
C 1.686 -2.554 -2.990  0.002
H -1.138 -1.380 -0.688  -0.011
H -1.683 -2.296 -2.862  0.000
H 0.265 -0.750 0.904  0.006
H 1.948 -0.462 0.672  -0.002
H 3.025 -2.007 -1.421  0.000
H 0.140 -3.307 -4.286  0.000
H 2.520 -2.731 -3.662  0.000
H 1.438 -1.934 1.335  -0.001
C -3.067 0.819 -0.053  0.020
C 0.259 1.958 1.071  0.066
C -1.118 1.636 1.359  -0.028
C -1.711 1.409 0.108  0.187
C -0.808 1.894 -0.858  0.226
C 1.279 1.776 1.947  0.033
C 1.133 1.024 3.124  0.182
C -1.243 1.224 2.717  0.225
C -0.197 0.736 3.473  -0.058
N 0.381 2.116 -0.324  0.108
H 1.060 2.748 -0.729  -0.005
H 2.222 1.735 1.410  -0.001
H -1.068 1.944 -1.902  0.003
H 1.952 0.577 3.662  0.000
H -2.225 1.324 3.128  0.005
H -3.761 1.483 0.465  0.013
H -3.120 -0.158 0.403  0.012
H -0.423 0.304 4.431  0.003
H -3.368 0.729 -1.090  -0.004

Calculated values
Spin multiplicity: 2
Molecular weight, g mol⁻¹: 223.3
<S²>: 0.783
Calculated total energy, eV: -18349.44637
ΔE to the lowest compared entry with this formula, charge and spin, eV: 1.3366
Net charge: +1